Entry 1:
Entry from the Open Molecules 2025 dataset: an isolated molecule of C4H9FO (ωB97M-V/def2-TZVPD).

```
! RIJCOSX wB97M-V def2-TZVPD def2/J DEFGRID3
* xyz 0 1
O -2.848 -0.680 0.236
C -1.806 0.225 -0.327
C -0.338 -0.251 0.131
C 0.823 0.698 -0.145
C 2.118 0.016 0.370
F 2.541 -1.032 -0.359
H -2.674 -1.505 -0.164
H -2.059 1.177 0.047
H -1.912 0.090 -1.446
H -0.400 -0.661 1.117
H -0.139 -1.078 -0.580
H 0.798 1.571 0.350
H 0.932 1.048 -1.174
H 1.899 -0.252 1.407
H 3.065 0.634 0.537
*
```

Summary:
- relative energy (zero: lowest compared OMol25 entry of this formula, charge and spin) (kcal/mol) = 22.2
- frontier orbital gap (eV) = 11.3
- SMILES = OCCCCF
- HOMO (eV) = -10.3

Here is what Löwdin gives for the atomic charges, in e: -0.094 -0.180 -0.166 -0.176 -0.256 -0.028 0.040 0.089 0.127 0.103 0.113 0.064 0.122 0.106 0.135

Entry 2:
Entry from the Open Molecules 2025 dataset: a structure of composition C44H43CsFGeN7O4SSi (ωB97M-V/def2-TZVPD).

```
! RIJCOSX wB97M-V def2-TZVPD def2/J DEFGRID3
* xyz 0 1
Cs 1.487 -0.294 -0.037
C 4.443 -3.455 2.872
Si 3.893 -2.327 1.490
C 5.281 -2.251 0.236
C 3.796 -0.600 2.278
N 2.412 -2.563 0.726
C 1.671 -3.655 0.435
C 1.897 -4.996 0.865
C 1.060 -6.057 0.527
C -0.079 -5.863 -0.248
C -0.343 -4.573 -0.704
C 0.509 -3.551 -0.376
F 0.196 -2.291 -0.869
H 5.178 -2.946 3.506
H 4.903 -4.376 2.492
H 3.593 -3.744 3.505
H 6.259 -2.127 0.721
H 5.135 -1.406 -0.449
H 5.312 -3.167 -0.368
H 4.803 -0.214 2.480
H 3.246 -0.625 3.227
H 3.291 0.116 1.623
H 2.778 -5.180 1.475
H 1.310 -7.059 0.867
H -0.736 -6.686 -0.503
H -1.216 -4.353 -1.312
O -0.810 -6.648 2.891
C -1.986 -5.984 2.894
O -2.995 -6.529 3.245
C -1.939 -4.568 2.410
C -0.841 -3.756 2.647
C -0.814 -2.456 2.174
C -1.904 -1.957 1.482
C -3.016 -2.761 1.246
C -3.034 -4.061 1.721
N -1.888 -0.614 0.991
C -2.651 0.191 1.582
C -2.864 1.612 1.178
C -3.162 2.519 2.182
C -3.375 3.845 1.852
C -3.320 4.211 0.518
C -3.021 3.240 -0.421
N -2.778 1.963 -0.108
H -0.165 -6.151 2.363
H 0.014 -4.130 3.197
H 0.046 -1.821 2.348
H -3.852 -2.361 0.678
H -3.891 -4.702 1.550
H -3.225 -0.119 2.461
H -3.202 2.178 3.210
H -3.590 4.577 2.622
H -3.503 5.231 0.201
H -2.957 3.494 -1.473
N 2.038 8.278 -1.654
C 1.671 6.960 -1.450
C 0.364 6.638 -1.072
C 0.009 5.324 -0.842
C 0.959 4.321 -0.979
C 2.264 4.620 -1.346
C 2.615 5.932 -1.583
S 0.496 2.658 -0.718
O 1.540 1.780 -1.214
O -0.763 2.585 -1.559
N 0.027 2.281 0.721
C 0.850 2.590 1.801
N 0.426 2.150 3.000
C 1.200 2.432 4.043
C 2.386 3.138 3.943
C 2.744 3.525 2.668
N 2.003 3.254 1.598
H 1.306 8.946 -1.812
H 2.883 8.452 -2.169
H -0.372 7.429 -0.961
H -1.006 5.076 -0.552
H 2.990 3.822 -1.439
H 3.634 6.177 -1.867
H 0.855 2.065 5.005
H 3.002 3.353 4.805
H 3.670 4.063 2.485
Ge -1.934 1.118 -2.220
C -0.574 0.761 -3.582
C -0.624 1.634 -4.673
C 0.312 1.554 -5.698
C 1.322 0.603 -5.642
C 1.391 -0.268 -4.563
C 0.453 -0.192 -3.543
C -2.990 -0.449 -1.878
C -4.307 -0.292 -1.440
C -5.189 -1.361 -1.492
C -4.760 -2.597 -1.968
C -3.451 -2.759 -2.400
C -2.566 -1.684 -2.366
H -2.878 2.148 -2.840
H -1.397 2.393 -4.726
H 0.253 2.238 -6.537
H 2.053 0.541 -6.438
H 2.176 -1.013 -4.515
H 0.540 -0.881 -2.714
H -4.649 0.668 -1.068
H -6.211 -1.232 -1.157
H -5.450 -3.433 -2.006
H -3.117 -3.720 -2.773
H -1.551 -1.822 -2.714
*
```

Summary:
- relative energy (zero: lowest compared OMol25 entry of this formula, charge and spin) (kcal/mol) = 92.6
- frontier orbital gap (eV) = 6.1
- HOMO (eV) = -6.4

These are the Löwdin partial charges, in e, on atoms 1 to 99: 1.581 -0.189 0.279 -0.179 -0.224 -0.316 -0.365 -0.032 -0.139 -0.114 -0.028 -0.237 -0.225 0.028 0.027 0.028 0.029 0.023 0.029 0.033 0.033 -0.095 0.093 0.110 0.104 0.103 0.104 -0.480 0.116 -0.141 -0.008 -0.020 -0.263 -0.002 0.006 0.140 -0.076 -0.237 -0.010 -0.037 -0.049 -0.164 0.040 0.056 0.131 0.104 0.102 0.126 0.142 0.122 0.115 0.112 0.077 0.105 -0.311 -0.022 -0.042 -0.297 -0.048 -0.018 0.609 -0.671 -0.442 -0.144 -0.481 0.130 -0.133 -0.060 -0.120 0.127 0.091 0.092 0.113 0.094 0.119 0.115 0.108 0.099 0.113 1.042 -0.277 -0.115 -0.081 -0.082 -0.069 -0.124 -0.313 -0.122 -0.090 -0.088 -0.077 -0.091 0.040 0.090 0.103 0.103 0.109 0.047 0.097

Entry 3:
Entry from the Open Molecules 2025 dataset: a structure of composition C52H50Cl2GeIN4O3PtS3 (ωB97M-V/def2-TZVPD).

```
! RIJCOSX wB97M-V def2-TZVPD def2/J DEFGRID3
* xyz 1 1
Pt -0.482 -0.652 -0.110
C -3.248 2.849 0.050
C -2.281 1.904 0.771
C -1.231 2.731 1.499
C -1.717 0.973 -0.297
H -3.737 3.516 0.763
H -4.020 2.301 -0.494
H -2.702 3.470 -0.667
H -2.859 1.318 1.493
H -0.604 3.266 0.783
H -0.580 2.134 2.131
H -1.710 3.475 2.139
H -1.148 1.577 -1.015
H -2.554 0.499 -0.811
I 0.503 -6.807 -0.025
C 0.782 -4.825 -0.487
C 1.463 -4.291 -1.558
N 1.343 -2.958 -1.462
N 0.625 -2.595 -0.391
C 0.272 -3.721 0.206
H 1.997 -4.757 -2.369
H 1.802 -2.235 -1.997
H -0.375 -3.700 1.057
O -2.014 -1.857 0.295
C -2.923 -2.297 -0.703
C -3.999 -1.275 -1.052
C -4.380 -0.790 -2.268
C -5.476 0.117 -2.190
C -5.907 0.295 -0.915
S -5.000 -0.633 0.198
C -2.188 -2.676 -1.985
C -1.451 -1.845 -2.783
C -0.939 -2.492 -3.940
C -1.309 -3.802 -3.998
S -2.274 -4.248 -2.661
C -3.635 -3.509 -0.112
C -4.853 -4.012 -0.462
C -5.191 -5.194 0.249
C -4.226 -5.558 1.134
S -2.909 -4.472 1.111
H -3.910 -1.080 -3.196
H -5.919 0.605 -3.046
H -6.710 0.925 -0.567
H -1.319 -0.785 -2.581
H -0.355 -2.001 -4.706
H -1.077 -4.522 -4.767
H -5.485 -3.553 -1.210
H -6.116 -5.737 0.115
H -4.229 -6.394 1.814
Ge 0.027 -0.533 2.285
C -1.534 -0.683 3.429
C -2.858 -0.895 3.070
C -3.857 -0.901 4.034
C -3.541 -0.702 5.369
C -2.220 -0.496 5.744
C -1.225 -0.485 4.779
C 1.353 -1.799 2.977
C 1.075 -3.130 3.278
C 2.029 -3.944 3.874
C 3.269 -3.426 4.220
C 3.540 -2.084 3.987
C 2.593 -1.282 3.360
H 0.692 0.828 2.486
H -3.098 -1.079 2.035
H -4.884 -1.071 3.736
H -4.321 -0.710 6.119
H -1.964 -0.345 6.785
H -0.198 -0.322 5.093
H 0.088 -3.537 3.098
H 1.791 -4.978 4.090
H 4.006 -4.056 4.700
H 4.486 -1.657 4.300
H 2.820 -0.240 3.176
Cl 3.840 4.002 -3.908
C 2.120 4.213 -3.651
C 1.265 3.864 -4.678
C -0.100 4.018 -4.504
C -0.574 4.558 -3.322
C 0.299 4.930 -2.312
Cl -0.371 5.750 -0.942
C 1.687 4.740 -2.422
N 2.611 5.068 -1.443
C 2.467 4.777 -0.042
C 2.391 5.824 0.866
C 2.377 5.573 2.226
C 2.460 4.264 2.681
C 2.550 3.218 1.776
C 2.539 3.458 0.404
C 2.640 2.349 -0.631
C 2.108 0.997 -0.180
O 2.791 0.253 0.532
O 0.952 0.724 -0.653
H 1.676 3.481 -5.602
H -0.787 3.750 -5.295
H -1.630 4.737 -3.177
H 3.563 4.980 -1.764
H 2.340 6.834 0.482
H 2.313 6.394 2.928
H 2.457 4.055 3.743
H 2.624 2.203 2.133
H 3.696 2.210 -0.893
H 2.102 2.655 -1.526
C 3.207 1.060 -3.781
C 3.903 0.392 -2.684
C 5.229 0.840 -2.104
C 5.465 0.027 -1.086
C 4.332 -0.951 -1.076
C 4.236 -2.085 -0.193
N 3.436 -0.663 -2.062
H 3.365 2.141 -3.743
H 2.151 0.803 -3.798
H 3.681 0.722 -4.715
H 5.797 1.685 -2.462
H 6.289 0.007 -0.392
H 5.199 -2.605 -0.137
H 3.404 -2.743 -0.416
H 4.084 -1.666 0.815
*
```

Summary:
- relative energy (zero: lowest compared OMol25 entry of this formula, charge and spin) (kcal/mol) = 55.1
- frontier orbital gap (eV) = 4.3
- HOMO (eV) = -10.3

These are the Löwdin partial charges, in e, on atoms 1 to 99: 1.114 -0.064 -0.466 -0.080 -0.234 0.087 0.058 0.066 0.107 0.058 0.005 0.089 0.068 0.033 0.911 -0.757 -0.139 -0.003 -0.065 -0.228 0.129 0.122 0.042 -0.404 -0.560 -0.477 -0.110 -0.165 -0.397 1.095 -0.469 -0.177 -0.186 -0.398 1.103 -0.514 -0.134 -0.163 -0.390 1.054 0.115 0.105 0.074 0.105 0.101 0.069 0.125 0.107 0.070 0.989 -0.314 -0.123 -0.068 -0.077 -0.079 -0.118 -0.328 -0.114 -0.069 -0.080 -0.086 -0.138 -0.010 0.033 0.104 0.106 0.105 0.101 0.098 0.108 0.106 0.104 0.081 0.784 -0.546 -0.108 -0.073 -0.099 -0.560 0.772 -0.310 0.066 -0.240 -0.043 -0.063 -0.059 -0.026 -0.124 -0.018 -0.621 -0.001 -0.183 0.113 0.112 0.109 0.086 0.116 0.109 0.110

Entry 4:
Entry from the Open Molecules 2025 dataset: an isolated molecule of C6H6O (ωB97M-V/def2-TZVPD).

```
! RIJCOSX wB97M-V def2-TZVPD def2/J DEFGRID3
* xyz 0 1
O 0.318 -1.020 2.762
C 1.047 -0.887 1.613
C -1.545 -0.775 -1.750
C -0.840 0.268 -1.414
C -0.082 1.277 -1.056
C 1.055 0.162 0.831
C 0.934 1.186 0.018
H -0.262 -0.249 2.832
H 1.649 -1.771 1.420
H -2.503 -0.994 -1.285
H -1.184 -1.468 -2.507
H -0.192 2.234 -1.563
H 1.611 2.036 0.111
*
```

Summary:
- relative energy (zero: lowest compared OMol25 entry of this formula, charge and spin) (kcal/mol) = 80.7
- frontier orbital gap (eV) = 9.5
- HOMO (eV) = -8.8

Here is what Löwdin gives for the atomic charges, in e: -0.004 -0.201 0.014 -0.107 -0.116 -0.021 -0.111 0.104 0.118 0.061 0.062 0.102 0.100